Here is a molecular structure, C24H43N2OP3PrS in a non-equilibrium geometry from the Open Molecules 2025 dataset. Energies are from ωB97M-V with the def2-TZVPD basis set.

The geometry in XYZ format:
```
75
Properties=species:S:1:pos:R:3:forces:R:3
Pr -0.6128 -0.2887 -0.3953 0.650 0.644 -3.248
P 1.6265 0.0437 1.7156 0.618 0.224 1.041
P -0.7718 2.6148 -1.0964 -0.227 1.253 -1.034
P 2.1900 -0.5335 -1.5237 0.789 -0.297 -1.014
H -0.6078 -4.8092 2.0647 0.362 0.027 -0.064
C 0.4222 -4.7092 1.6997 0.293 0.554 -0.169
C 1.3527 -3.9834 2.3408 -0.280 -0.440 0.015
H 1.1425 -3.4326 3.2675 0.051 -0.356 -0.275
C 1.0243 -0.0386 3.4451 -0.149 0.078 0.155
C 2.3314 1.7430 1.7477 -0.222 0.143 -0.288
C 3.1600 -0.9345 1.9660 0.004 -0.341 -0.205
C -2.0104 2.6274 -2.4540 -0.142 -0.492 -0.027
C -1.3508 4.1055 -0.1966 -0.099 -0.141 0.619
C 0.6684 3.3406 -1.9767 0.403 -0.384 0.102
C 2.8365 -2.2344 -1.2391 -0.145 -0.225 0.245
C 3.7140 0.4766 -1.3241 -0.085 0.385 0.235
C 2.1322 -0.5216 -3.3582 -0.294 0.253 -0.111
H 0.6674 -5.2492 0.7770 -0.105 0.034 0.522
H 2.4094 -4.0381 2.0484 -0.532 0.134 -0.042
H 0.6769 -1.0499 3.6918 0.091 0.106 0.069
H 0.2086 0.6735 3.6103 0.178 -0.166 0.050
H 1.8605 0.2129 4.1125 -0.320 -0.110 -0.041
H 1.5248 2.4810 1.8412 0.231 -0.086 -0.007
H 2.8908 1.9560 0.8289 -0.132 -0.041 0.246
H 3.0049 1.8387 2.6117 -0.191 -0.056 -0.238
H 2.9041 -1.9976 2.0380 0.185 0.294 -0.027
H 3.6261 -0.6195 2.9102 -0.138 -0.026 -0.273
H 3.8850 -0.8004 1.1572 -0.238 -0.106 0.242
H -2.0952 3.6486 -2.8501 0.029 -0.298 0.143
H -2.9813 2.3064 -2.0541 0.092 0.120 -0.201
H -1.7144 1.9289 -3.2463 -0.075 0.264 0.236
H -1.9671 4.7322 -0.8571 0.283 -0.206 0.201
H -0.4861 4.6848 0.1536 -0.273 -0.116 -0.006
H -1.9504 3.8025 0.6702 -0.016 0.346 -0.252
H 0.3175 3.9477 -2.8236 0.106 -0.179 0.293
H 1.3277 2.5433 -2.3492 -0.131 0.324 -0.037
H 1.2327 3.9777 -1.2820 -0.058 -0.209 -0.239
H 2.7492 -2.8020 -2.1740 0.079 0.076 0.281
H 2.2611 -2.7533 -0.4587 0.237 0.006 -0.152
H 3.8913 -2.1969 -0.9353 -0.291 -0.092 -0.104
H 4.4135 0.2089 -2.1284 -0.201 0.035 0.287
H 4.2077 0.3231 -0.3592 -0.115 0.117 -0.286
H 3.4603 1.5401 -1.4232 0.175 -0.183 -0.027
H 3.1601 -0.5304 -3.7465 -0.327 -0.069 0.066
H 1.6195 0.3852 -3.7044 0.144 -0.228 -0.042
H 1.5830 -1.3913 -3.7379 0.096 0.290 0.081
C -1.4473 -1.1599 -3.4744 -0.653 -1.189 -1.399
C -2.5017 -0.7723 -4.3284 0.584 -0.314 0.393
C -2.9612 -1.6600 -5.2946 0.067 -0.202 -0.036
C -2.3812 -2.9293 -5.4358 0.049 0.128 0.151
C -1.3290 -3.3076 -4.5983 -0.167 -0.059 -0.067
C -0.8658 -2.4456 -3.6086 -0.431 0.889 0.123
O -0.9971 -0.2994 -2.5514 0.660 0.323 3.082
H -0.9114 -1.8573 2.2042 -0.630 -0.501 0.426
H -2.9204 0.2257 -4.2065 -0.014 -0.260 -0.134
H -3.7775 -1.3573 -5.9514 0.230 -0.120 0.169
H -2.7522 -3.6238 -6.1918 0.161 0.282 0.218
H -0.8518 -4.2792 -4.7141 -0.192 0.162 -0.014
H -0.0394 -2.7203 -2.9452 -0.142 -0.019 -0.212
N -1.9096 -2.1329 2.0604 -0.692 1.219 -1.142
C -2.7540 -0.7888 1.9354 1.831 1.184 2.228
N -1.9776 0.3062 1.7113 -1.379 -1.428 1.259
C -2.2363 1.3237 2.6542 0.396 -1.325 -0.987
C -1.4030 2.4368 2.8154 0.032 0.644 0.230
C -1.4551 3.1511 4.0119 0.073 -0.224 -0.939
C -2.3459 2.7636 5.0253 -0.662 -0.511 -0.033
C -3.1913 1.6582 4.8564 -0.350 0.545 0.261
C -3.1334 0.9399 3.6650 0.117 -0.759 0.456
S -3.7632 -0.6983 3.3921 0.470 1.345 -0.848
H -2.3287 -2.5422 2.9089 0.694 -0.382 -0.227
H -1.9489 -2.8119 1.2851 -0.235 0.021 0.268
H -0.7048 2.6800 2.0138 -0.173 0.030 0.342
H -0.7992 4.0115 4.1549 -0.189 -0.294 0.005
H -2.3747 3.3262 5.9600 0.007 -0.258 -0.236
H -3.8731 1.3339 5.6418 0.226 0.210 -0.059
```
Forces are in eV/Å.

Calculated values
- E_LUMO (spin up / spin down) (eV) = -11.23 / -11.22
- energy above the lowest of the compared OMol25 structures with the same formula, charge and spin (kJ/mol) = 208.0
- E (eV) = -83357.2369
- HOMO (spin up / spin down) (eV) = -15.050 / -15.076
- 2S+1 = 3
- total charge = +3

Atomic partial charges in e from the Löwdin method, atoms 1 to 6: Pr 0.904; P 0.735; P 0.775; P 0.751; H 0.048; C -0.055